Entry 1:
ORCA calculation (ωB97M-V with the def2-TZVPD basis set) on the molecule C2H4O5 in a non-equilibrium geometry.

Computed properties:
Strongest force on any atom   5.5 eV/A
Structure (SMILES)   O=C(O)COOO
LUMO energy   0.4 eV
Relative energy (zero: lowest compared OMol25 entry of this formula, charge and spin)   589.71 kJ/mol
HOMO energy   -9.49 eV
Charge   0
Gap between HOMO and LUMO   9.94 eV

The geometry in XYZ format:
```
11
Properties=species:S:1:pos:R:3:forces:R:3:mulliken_charge:R:1
O -1.488737 -1.438591 -0.382847 -0.27 0.84 -0.98 -0.53
C -0.340323 -1.141129 -0.218797 -0.40 -3.23 4.21 0.67
O 0.682676 -1.660487 -0.908918 0.42 0.47 -0.22 -0.43
C 0.120768 -0.379151 1.180811 -1.09 -1.96 -3.13 -0.36
O 0.570019 0.519007 0.232895 0.67 5.25 -1.34 -0.23
O 0.018917 1.989917 0.400374 0.68 -0.85 0.60 -0.09
O -0.422538 2.453415 -0.822118 0.06 -0.84 0.22 -0.28
H 0.332319 -2.186853 -1.644217 -0.19 0.17 0.09 0.35
H -0.803704 -0.117012 1.694259 0.26 0.04 0.05 0.28
H 0.952719 -0.801753 1.744109 -0.28 0.13 0.31 0.26
H 0.377885 2.762636 -1.275551 0.13 -0.02 0.18 0.35
```
Forces are in eV/Å.

Entry 2:
ORCA calculation (ωB97M-V with the def2-TZVPD basis set) on a cluster of 7 separate species, C12H39O13 in total in a non-equilibrium geometry.

Computed properties:
Strongest force on any atom   1.1 eV/A
LUMO energy   -2.1 eV
Relative energy (zero: lowest compared OMol25 entry of this formula, charge and spin)   0.00 kJ/mol
HOMO energy   -12.17 eV
Charge   +1
Gap between HOMO and LUMO   10.10 eV

The geometry in XYZ format:
```
64
Properties=species:S:1:pos:R:3:forces:R:3:mulliken_charge:R:1
O 0.192457 0.438334 0.506032 0.46 0.05 0.25 0.53
H -0.026078 0.333930 -0.453706 -0.11 0.05 -0.14 0.04
H 0.774279 -0.312144 0.810318 -0.36 0.00 -0.09 0.28
H -0.585368 0.548936 1.103192 -0.10 -0.01 -0.25 0.28
C 0.889290 -2.696804 -3.477638 -0.79 0.07 -0.37 -0.56
C 1.579209 -1.629459 -2.679911 0.22 0.05 0.50 -0.65
O 0.926758 -1.372303 -1.438728 -0.20 0.03 -0.09 0.23
O -0.289589 -2.109211 -4.055865 0.18 0.20 0.09 -0.51
H 0.560774 -3.515625 -2.826731 0.37 -0.08 0.02 0.27
H 1.562315 -3.076968 -4.251571 -0.06 -0.01 0.00 0.43
H 1.576319 -0.687103 -3.226364 0.02 -0.04 -0.07 0.40
H 2.623090 -1.910278 -2.498496 -0.04 -0.06 -0.02 0.35
H 0.914682 -2.200212 -0.940381 0.31 -0.02 -0.01 -0.35
H -0.698097 -2.715292 -4.679693 0.08 -0.10 0.02 0.27
C -3.664723 -0.325679 0.582732 -0.18 0.32 0.25 -0.41
C -3.251702 -0.641290 -0.817694 -0.06 -0.14 -0.41 -0.72
O -2.063059 0.102270 -1.161839 -0.46 -0.78 -0.19 -0.36
O -2.580074 -0.608426 1.449600 0.09 0.02 0.10 -0.44
H -4.535135 -0.933414 0.848340 -0.03 -0.04 -0.13 0.41
H -3.972320 0.725555 0.658479 0.11 -0.02 -0.01 0.26
H -4.032731 -0.375575 -1.535105 -0.18 0.01 0.23 0.40
H -3.093453 -1.722275 -0.903842 0.34 0.10 -0.04 0.38
H -1.884852 -0.136143 -2.081594 0.28 0.00 0.14 0.15
H -2.841719 -0.330231 2.344557 0.21 0.13 -0.08 0.25
C -0.075162 -3.105621 1.223561 -0.80 0.28 0.72 -0.57
C 0.819466 -4.281383 0.969216 0.51 -0.31 0.37 -0.44
O 1.801211 -3.898685 0.004725 -0.44 -0.28 -0.09 -0.43
O 0.658902 -1.924832 1.533035 0.18 0.26 -0.12 -0.39
H -0.767445 -3.280501 2.055089 0.15 -0.44 -0.03 0.48
H -0.754776 -2.888549 0.397483 0.41 0.21 -0.28 0.15
H 0.232989 -5.157611 0.672716 -0.08 0.17 -0.27 0.36
H 1.331749 -4.585061 1.892700 -0.06 0.19 0.04 0.36
H 2.364921 -4.663624 -0.147835 0.08 0.10 -0.13 0.28
H 1.154634 -2.042981 2.349286 0.09 -0.14 -0.05 0.19
C -2.228130 2.709914 2.477840 0.19 0.28 -0.07 -0.17
C -2.830409 2.286622 3.786382 -0.20 -0.86 0.26 -0.63
O -2.941858 0.839628 3.823066 0.13 0.35 0.06 -0.51
O -0.921702 2.169044 2.277289 -0.16 -0.29 -0.13 -0.33
H -2.182350 3.802469 2.425511 -0.07 -0.01 0.09 0.34
H -2.839721 2.381158 1.638289 0.08 -0.09 -0.01 0.08
H -3.836029 2.690676 3.915856 0.11 0.24 -0.07 0.30
H -2.207711 2.599189 4.630075 -0.03 0.18 -0.08 0.42
H -2.640936 0.536107 4.683159 -0.12 -0.08 0.00 0.28
H -0.418029 2.202845 3.096995 -0.03 0.14 0.02 0.24
C -0.816740 3.257970 -1.022670 0.24 -0.15 -0.39 0.07
C 0.110032 2.782833 -2.122789 0.46 0.11 0.17 -0.82
O 0.289625 1.346844 -2.079258 -0.21 0.39 -0.20 -0.36
O -2.137037 2.810485 -1.193977 -0.32 0.20 -0.10 -0.63
H -0.802134 4.349218 -1.069446 -0.17 -0.01 0.21 0.48
H -0.429042 2.922996 -0.055422 0.16 0.20 0.03 -0.08
H 1.084861 3.262664 -1.979905 0.03 -0.20 0.06 0.32
H -0.229774 3.087808 -3.113476 -0.25 -0.06 0.06 0.34
H -0.081657 0.995164 -2.893938 0.16 -0.13 0.02 0.23
H -2.123906 1.840119 -1.246211 -0.05 0.11 0.15 0.52
C 4.980325 1.148950 -0.122984 0.26 -0.09 -0.52 -0.61
C 3.490815 0.979582 -0.177917 -0.35 0.11 0.65 0.20
O 2.993528 0.514630 1.089118 0.04 -0.28 -0.14 -0.54
O 5.257295 2.177271 0.815808 0.04 -0.09 0.01 -0.53
H 5.370570 1.402574 -1.116482 -0.15 0.11 0.02 0.39
H 5.446675 0.194608 0.151492 -0.03 0.08 0.21 0.30
H 3.208027 0.247888 -0.931835 -0.07 -0.04 0.03 0.03
H 2.998061 1.935311 -0.381387 0.15 0.00 -0.31 0.08
H 3.421097 1.046227 1.770442 0.03 0.06 -0.05 0.32
H 6.169491 2.457463 0.702312 0.01 0.02 0.14 0.31
```
Forces are in eV/Å.

Entry 3:
ORCA calculation (ωB97M-V with the def2-TZVPD basis set) on the ion C3H10NS with charge +1 in a non-equilibrium geometry.

Computed properties:
Strongest force on any atom   1.9 eV/A
LUMO energy   -3.7 eV
Relative energy (zero: lowest compared OMol25 entry of this formula, charge and spin)   105.26 kJ/mol
HOMO energy   -14.16 eV
Charge   +1
Gap between HOMO and LUMO   10.50 eV

The geometry in XYZ format:
```
15
Properties=species:S:1:pos:R:3:forces:R:3:mulliken_charge:R:1
C -1.246823 0.456889 0.901481 0.78 0.18 -1.55 -0.55
N -2.148773 0.228568 -0.104714 0.47 0.03 1.08 -0.33
H -1.050251 1.498925 1.114825 -0.48 -0.01 0.54 0.43
H -1.187983 -0.266112 1.708740 -0.08 0.21 0.19 0.40
H -2.700311 1.034130 -0.338202 -0.29 -0.13 -0.45 0.23
H -2.592744 -0.675536 -0.092011 -0.32 0.20 -0.20 0.25
C 1.688537 0.858012 -0.970737 -1.48 0.87 0.89 -0.83
S 0.718372 0.034120 0.369735 0.56 -0.45 0.38 0.26
C 0.418273 -1.571323 -0.336959 -0.06 -0.35 -0.51 -0.99
H 2.226286 1.648243 -0.454742 0.50 -0.31 0.08 0.35
H 1.023490 1.408781 -1.636474 0.03 -0.61 -0.44 0.32
H 2.303745 0.080142 -1.400138 0.11 0.13 -0.24 0.35
H 0.012322 -2.269123 0.393710 0.21 0.18 0.27 0.38
H -0.283830 -1.548365 -1.173243 0.11 0.30 -0.05 0.34
H 1.387410 -1.922015 -0.681884 -0.07 -0.25 0.00 0.39
```
Forces are in eV/Å.

Entry 4:
ORCA calculation (ωB97M-V with the def2-TZVPD basis set) on the molecule C3H7NS3 in a non-equilibrium geometry.

Computed properties:
Strongest force on any atom   2.3 eV/A
LUMO energy   -1.0 eV
Relative energy (zero: lowest compared OMol25 entry of this formula, charge and spin)   233.02 kJ/mol
HOMO energy   -8.05 eV
Charge   0
Gap between HOMO and LUMO   7.06 eV

The geometry in XYZ format:
```
14
Properties=species:S:1:pos:R:3:forces:R:3:mulliken_charge:R:1
C -2.659060 0.896213 -0.112485 -1.52 -1.19 0.71 -0.17
C 0.950147 1.864949 0.386989 1.51 -1.44 -1.00 -0.78
C 0.802571 -2.270601 -0.303316 -0.64 0.89 -0.76 -0.68
N -1.416634 1.319657 -0.021073 0.48 -0.11 0.26 -0.43
S -3.382761 -0.628151 -0.153432 1.08 1.02 -0.17 -0.32
S -0.051561 0.453075 -0.193328 -0.31 0.31 0.90 0.36
S 0.596196 -1.203344 1.186787 -0.87 0.73 -1.20 -0.06
H -3.336390 1.750628 0.051790 0.15 -0.23 -0.51 0.31
H 1.547586 1.600616 1.265289 -0.37 0.19 -0.13 0.34
H 0.214330 2.621485 0.477463 -0.31 0.81 0.43 0.33
H 1.629172 2.057012 -0.466521 -0.22 0.16 0.56 0.25
H 1.890033 -2.364520 -0.397968 -0.42 -0.29 -0.43 0.30
H 0.346065 -1.600104 -1.137286 1.05 -1.73 1.06 0.23
H 0.271148 -3.249264 -0.284775 0.40 0.87 0.29 0.31
```
Forces are in eV/Å.

Entry 5:
ORCA calculation (ωB97M-V with the def2-TZVPD basis set) on a cluster of 10 separate species, C4H29N3O10 in total in a non-equilibrium geometry.

Computed properties:
Strongest force on any atom   3.2 eV/A
Structure (SMILES)   NCCCNC(N)=O.O.O.O.O.O.O.O.O.O
LUMO energy   0.2 eV
Relative energy (zero: lowest compared OMol25 entry of this formula, charge and spin)   193.56 kJ/mol
HOMO energy   -8.58 eV
Charge   0
Gap between HOMO and LUMO   8.80 eV

The geometry in XYZ format:
```
46
Properties=species:S:1:pos:R:3:forces:R:3:mulliken_charge:R:1
N -2.201134 0.059715 -1.638899 -0.64 0.14 -0.10 -0.58
C -1.840545 0.589925 -2.930910 -0.34 0.79 0.03 -0.79
C -0.676957 1.680832 -2.934255 -0.28 0.04 0.49 -0.19
C 0.756471 1.051826 -2.782773 0.38 1.67 1.17 -0.96
N 1.259008 0.512685 -1.430801 -2.92 0.54 -1.23 -0.05
C 0.736176 1.140965 -0.302970 2.17 -0.21 2.00 0.31
N 0.711301 2.523032 -0.183959 -0.70 -1.54 -0.52 -0.35
O 0.602406 0.495829 0.750351 -0.82 -0.24 -1.13 -0.66
H -2.221294 0.790295 -0.950479 -0.01 0.24 0.39 0.25
H -1.612559 -0.672244 -1.336321 0.83 -0.82 0.34 0.33
H -2.839780 0.973925 -3.349773 1.75 -0.07 0.06 0.27
H -1.493079 -0.248215 -3.579897 -0.34 0.58 0.31 0.41
H -0.802320 2.073200 -3.969604 0.76 0.19 0.63 0.37
H -0.705523 2.575167 -2.166030 -0.68 -1.90 -1.51 0.22
H 0.883604 0.240901 -3.455337 0.23 -0.63 -0.75 0.55
H 1.490814 1.845645 -2.985834 -0.27 -0.25 -0.53 0.28
H 0.890148 -0.438646 -1.388676 0.44 -0.15 0.38 0.09
H 1.501878 2.950574 -0.621667 0.13 0.67 0.03 0.25
H 0.477914 2.678777 0.793175 0.31 0.83 -0.24 0.27
O -0.042113 -3.980408 1.142049 -0.61 -0.83 -1.39 -0.66
H 0.886990 -3.832581 0.872833 -0.72 -0.13 1.40 0.44
H -0.280655 -3.709240 2.020671 0.73 0.21 0.44 0.26
O 2.358740 -3.870873 -1.558342 0.43 -0.07 0.59 -0.71
H 3.164227 -3.520878 -1.940268 0.15 0.01 -0.56 0.30
H 2.539659 -3.697166 -0.605218 -0.41 -0.01 -0.38 0.39
O 0.060436 -2.416574 -1.182151 -0.30 0.40 -0.14 -0.50
H 0.869977 -2.860554 -1.483823 0.02 -0.27 -0.15 0.29
H -0.505219 -3.113204 -0.819450 0.18 0.15 0.07 0.27
O -2.585090 2.373713 0.438773 -2.74 0.15 -0.48 -0.61
H -3.502038 2.508240 0.057373 1.66 0.30 -0.42 0.33
H -2.979903 1.957110 1.228445 1.09 -0.23 0.75 0.29
O 4.038098 -0.426779 1.486989 0.11 -1.28 0.76 -0.66
H 4.339095 -0.417819 0.585366 0.01 0.67 -0.47 0.32
H 3.674014 0.406873 1.769916 -0.19 0.45 -0.38 0.30
O -1.128410 3.984702 2.613809 -1.49 -0.59 0.96 -0.61
H -2.072252 4.078715 2.361643 0.88 0.19 -0.55 0.29
H -1.301123 3.431257 3.406509 0.80 0.30 -0.45 0.32
O 2.189535 -2.677233 0.836834 0.03 0.39 0.09 -0.72
H 1.358109 -2.170103 0.695768 0.90 0.27 0.01 0.40
H 2.876703 -2.089249 1.196498 -0.42 0.23 0.06 0.27
O -3.374213 0.997826 2.713496 -1.00 -0.03 -0.33 -0.74
H -2.646425 0.395509 2.537241 0.71 -0.28 0.27 0.38
H -4.158398 0.542027 2.360445 0.33 0.18 0.33 0.32
O -0.714233 -0.425327 2.790555 -0.46 0.64 -0.09 -0.68
H -0.607925 -0.338298 1.829236 0.56 0.19 0.04 0.43
H -1.049160 -1.296780 2.932071 -0.29 -0.94 0.24 0.28
```
Forces are in eV/Å.

Entry 6:
ORCA calculation (ωB97M-V with the def2-TZVPD basis set) on a structure of composition C3H7FN2O in a non-equilibrium geometry.

Computed properties:
Strongest force on any atom   4.7 eV/A
LUMO energy   0.6 eV
Relative energy (zero: lowest compared OMol25 entry of this formula, charge and spin)   487.09 kJ/mol
HOMO energy   -9.57 eV
Charge   0
Gap between HOMO and LUMO   10.20 eV

The geometry in XYZ format:
```
14
Properties=species:S:1:pos:R:3:forces:R:3:mulliken_charge:R:1
C -0.025736 -0.926836 -0.814685 -1.47 0.31 -3.44 -0.58
C -0.645568 0.434606 -0.504767 2.13 2.66 -3.27 0.04
C 0.702171 0.730439 0.146778 -0.33 -0.67 4.08 -0.06
N 1.254507 -0.404059 -0.454761 1.62 0.49 1.38 0.05
N -1.831522 0.593664 0.153683 -1.30 -2.40 0.74 -0.56
O 2.049226 -1.127828 0.419780 -0.54 -1.65 1.39 -0.42
F 1.331097 1.892153 0.227913 0.24 0.29 -0.85 -0.24
H -0.408343 -1.667243 -0.177816 -0.35 -1.33 0.92 0.36
H -0.155587 -1.206771 -1.945791 0.47 0.12 2.25 0.21
H -0.638102 1.112285 -1.470325 -0.16 -1.29 1.50 0.29
H 0.722863 0.471605 1.913229 -0.54 -0.08 -3.32 0.08
H -1.990240 1.551929 0.292822 -0.64 1.11 0.94 0.25
H 1.458541 -1.414600 1.246040 1.33 1.21 -2.17 0.33
H -1.823302 -0.039347 0.967904 -0.46 1.23 -0.15 0.26
```
Forces are in eV/Å.